Entry 1:
{
  "formula": "C12H46N8O11",
  "method": "wB97M-V/def2-TZVPD",
  "orbital_gap_ev": 9.02,
  "smiles": "NC(N)=O.NC(N)=O.NC(N)=O.NC(N)=O.CCO.CO.CO.CO.CO.CO.CO",
  "homo_energy_ev": -9.24,
  "total_energy_ev": -47628.7243,
  "e_lumo_ev": -0.2,
  "e_above_lowest_kj_mol": 71.07,
  "symbols": ["H", "N", "H", "C", "H", "H", "N", "H", "N", "H", "O", "H", "H", "H", "H", "C", "H", "O", "H", "O", "C", "H", "C", "H", "H", "C", "O", "H", "H", "H", "C", "H", "H", "C", "N", "H", "O", "O", "H", "O", "H", "H", "H", "H", "H", "H", "C", "C", "H", "H", "H", "H", "C", "C", "H", "O", "N", "N", "O", "O", "N", "O", "H", "H", "C", "H", "H", "H", "H", "H", "H", "N", "H", "H", "H", "H", "H"],
  "xyz": [[-1.0698, 4.6021, 1.2326], [-4.6787, 0.5095, 1.4394], [1.8631, 1.7588, -1.3195], [2.1443, 0.8884, -0.6442], [0.1249, 3.8186, 2.3368], [-0.6465, 4.2302, -2.1250], [-1.1222, -2.5941, -1.1952], [-0.0019, 0.2947, -0.2194], [-2.9940, 1.3898, 3.3795], [-2.5143, -0.2493, -2.6781], [-0.4438, 0.7337, -4.6979], [1.2182, -0.1954, -5.4410], [0.6791, 3.4636, -2.8248], [1.6016, 0.9171, -4.1142], [3.9776, -1.0437, -3.6401], [0.9461, 0.7506, -5.0032], [2.7623, -0.9394, 0.7373], [-1.7381, -0.4983, 2.6789], [-3.5516, 1.9696, 3.9891], [2.0081, 0.7944, 3.1474], [-4.2912, -0.0926, 0.3207], [3.2965, 2.1011, 2.1384], [-0.4804, 3.7255, 1.4488], [-2.2748, 1.9529, 2.9007], [0.3542, -1.2025, 1.1045], [4.8422, -0.7858, 0.4278], [0.0236, -0.8395, -2.3703], [-2.6707, -0.5740, -0.6267], [-0.8916, 1.7527, -3.0306], [3.8169, -2.7421, -3.3128], [3.3342, -1.8081, -3.1555], [1.9416, 0.1610, 2.4258], [0.7785, 1.3025, 0.8812], [-0.4451, -3.9223, 1.7599], [-2.2876, -1.2105, -2.3782], [-2.4045, 0.2044, 0.8683], [3.6123, -1.4855, 0.7252], [-1.1287, 2.4357, -2.4045], [3.6622, 1.9439, 3.8173], [-0.2715, -5.0174, 0.9159], [-4.1164, 0.7378, 2.2667], [-1.9729, 2.6409, 0.8179], [-0.1567, -2.8708, -0.9823], [-5.6393, 0.3586, 1.6055], [2.8930, 1.2023, 0.0316], [4.0385, 0.6254, 2.6237], [-0.4206, 3.6095, -2.8960], [-2.6519, 0.1401, 3.5045], [-0.6995, -0.0873, -4.3058], [3.2136, -1.6493, -2.0773], [-2.9859, -1.4244, 4.5862], [-0.4654, -3.3699, 3.7597], [-1.1131, -1.6173, -2.0182], [0.9335, 0.5055, 0.2237], [2.4711, 0.0129, -1.1968], [-1.4176, 2.6725, 1.5781], [-3.0081, -0.0577, 0.1529], [-3.3110, -0.4426, 4.4623], [-5.0777, -0.7981, -0.5381], [2.0329, -1.8299, -3.6968], [-0.2476, -4.0549, 3.0406], [1.1667, -0.6813, 0.9818], [1.4588, -1.3803, -3.1285], [4.9781, 0.2632, 0.6269], [3.2889, 1.3633, 2.9071], [-0.9779, -2.0648, 2.1196], [5.5620, -1.3632, 0.9514], [-1.8644, -3.1875, -1.2019], [0.0805, 3.5234, 0.5721], [0.1460, -5.0108, 3.3813], [-1.2264, -2.6445, 0.3545], [-0.8387, -2.7049, 1.3502], [5.0950, -1.0517, -0.5975], [-0.7581, 4.2539, -3.7658], [-3.6752, 0.0933, 5.2639], [-3.0760, -1.7428, -2.5990], [1.2611, 1.5311, -5.6526]]
}

=====

Entry 2:
{
  "formula": "C12H48N12O12",
  "method": "wB97M-V/def2-TZVPD",
  "orbital_gap_ev": 9.23,
  "smiles": "NC(N)=O.NC(N)=O.NC(N)=O.NC(N)=O.NC(N)=O.NC(N)=O.CO.CO.CO.CO.CO.CO",
  "homo_energy_ev": -9.23,
  "total_energy_ev": -55677.3776,
  "e_lumo_ev": 0.0,
  "e_above_lowest_kj_mol": 92.89,
  "symbols": ["H", "O", "O", "H", "H", "O", "H", "H", "N", "H", "H", "O", "H", "H", "N", "N", "C", "N", "H", "C", "C", "H", "H", "C", "O", "H", "O", "H", "C", "H", "H", "C", "H", "H", "H", "H", "H", "H", "H", "H", "N", "H", "H", "H", "N", "H", "O", "H", "O", "N", "C", "N", "H", "N", "N", "N", "C", "H", "C", "H", "O", "N", "H", "H", "O", "H", "C", "H", "C", "O", "H", "O", "H", "H", "C", "H", "H", "H", "H", "H", "H", "H", "H", "H"],
  "xyz": [[-33.4732, 8.8433, -7.4930], [-33.5733, 6.3421, -6.5762], [-34.3645, 5.7734, 3.1010], [-30.0942, 9.1653, 0.0967], [-30.7807, 12.9069, -4.0074], [-36.4407, 9.4689, -2.9544], [-29.4944, 8.6915, -1.5195], [-32.1555, 4.6223, 1.1898], [-31.5509, 10.7264, -2.9459], [-28.4410, 2.9897, -0.2581], [-35.4386, 7.3284, -3.7071], [-28.4116, 10.9347, 0.3825], [-30.0340, 4.2206, 2.1808], [-34.9313, 7.6341, 2.4389], [-29.4440, 9.2055, -0.6629], [-27.6159, 3.1861, -0.7920], [-35.4815, 9.3546, -3.7073], [-35.0563, 8.1398, -4.1640], [-29.6908, 5.9567, 1.8750], [-27.5100, 4.3867, -1.4485], [-32.7824, 7.2277, -6.2698], [-31.7159, 9.0527, 4.2950], [-35.1283, 6.3988, 1.2345], [-34.4796, 6.7177, 2.0609], [-26.5251, 4.6488, -2.1321], [-33.5432, 6.9477, 1.5454], [-31.1265, 4.4635, -4.6089], [-34.8748, 1.9442, 0.2481], [-30.4344, 3.4584, -4.7596], [-31.9822, 9.8547, -2.6864], [-31.5812, 5.8689, -2.1849], [-30.4669, 5.2137, 2.0156], [-26.7495, 10.7388, -1.4683], [-26.8721, 2.5216, -0.8705], [-28.5859, 2.6749, -4.9237], [-35.7189, 4.0098, -0.0087], [-31.8805, 6.8289, -0.2420], [-34.0358, 4.1558, 0.2736], [-31.2301, 7.9129, -5.1129], [-28.7062, 4.2650, -4.1389], [-28.6600, 5.1152, -1.5356], [-30.2863, 12.1185, -5.5062], [-34.5396, 4.8775, 2.8096], [-31.5614, 6.1758, -5.0319], [-32.8865, 8.5263, -6.7456], [-32.1945, 9.1991, -6.4254], [-36.3976, 5.2918, -3.0891], [-33.3002, 6.0270, -2.0279], [-32.2093, 7.4271, -0.9258], [-27.5780, 10.1899, -1.6075], [-28.4409, 10.1333, -0.5380], [-31.7874, 7.1122, -5.3568], [-37.3471, 5.1625, -3.1646], [-30.9723, 2.2958, -5.2353], [-29.0983, 3.3961, -4.4528], [-34.8783, 10.4250, -4.3238], [-31.6146, 9.0273, 2.3509], [-31.8581, 2.3095, -5.7056], [-34.7485, 3.7703, -0.4644], [-34.1947, 10.2554, -5.0412], [-34.6388, 2.3547, -0.5869], [-30.7095, 12.1012, -4.5956], [-30.4024, 1.4766, -5.3363], [-31.7201, 11.5246, -2.3627], [-31.4526, 5.2474, 0.9930], [-32.6485, 9.3430, 2.1962], [-31.1218, 10.8531, -4.2311], [-30.9528, 5.3898, 2.9841], [-32.3757, 6.6145, -2.0833], [-31.1272, 9.8973, -5.0137], [-28.6518, 5.8318, -2.2352], [-31.0760, 9.3169, 3.6287], [-34.7495, 4.1980, -1.4593], [-32.4141, 7.2038, -2.9942], [-35.7720, 4.9330, -4.3226], [-34.2432, 8.0497, -4.7437], [-35.2973, 11.3308, -4.2433], [-31.5765, 7.9392, 2.2166], [-30.9888, 9.4853, 1.5948], [-27.6038, 9.5525, -2.3797], [-34.7260, 5.1982, -4.1699], [-29.4970, 4.7777, -1.0960], [-36.1055, 5.5191, -5.1808], [-35.8651, 3.8651, -4.5232]]
}

=====

Entry 3:
{
  "formula": "C12H48N14O12",
  "method": "wB97M-V/def2-TZVPD",
  "orbital_gap_ev": 10.11,
  "smiles": "NC(N)=O.NC(N)=O.NC(N)=O.NC(N)=O.NC(N)=O.NC(N)=O.NC(N)=O.CO.CO.CO.CO.CO",
  "homo_energy_ev": -9.95,
  "total_energy_ev": -58659.9797,
  "e_lumo_ev": 0.2,
  "e_above_lowest_kj_mol": 79.24,
  "symbols": ["C", "O", "H", "H", "H", "H", "N", "H", "O", "H", "H", "N", "H", "N", "H", "H", "H", "H", "H", "H", "N", "O", "C", "C", "H", "H", "H", "N", "C", "C", "H", "O", "H", "H", "N", "O", "H", "N", "O", "H", "H", "H", "H", "H", "O", "O", "H", "C", "H", "H", "N", "H", "N", "H", "H", "H", "O", "H", "H", "H", "C", "H", "N", "O", "N", "H", "H", "C", "C", "H", "C", "O", "H", "C", "C", "H", "H", "H", "N", "H", "N", "H", "H", "N", "H", "O"],
  "xyz": [[10.6682, 10.2752, 5.9990], [14.5800, 12.1934, 14.3893], [17.1977, 11.9002, 10.5837], [12.0114, 9.9295, 10.1452], [12.4326, 7.5399, 8.9960], [12.0842, 15.3350, 7.4745], [10.6583, 14.4723, 10.2150], [14.2658, 10.3784, 12.5870], [10.1059, 10.5598, 10.3686], [14.6206, 6.4823, 8.8628], [7.5923, 12.6654, 11.4593], [6.4964, 10.9606, 9.4761], [7.3135, 10.3009, 9.3973], [8.0133, 12.6287, 9.0822], [10.3314, 13.0740, 13.3197], [8.7473, 7.1280, 13.7883], [8.2271, 13.4077, 8.4574], [8.4161, 6.3661, 9.6034], [11.7909, 7.6547, 12.1278], [5.7014, 10.5289, 9.0233], [8.5336, 8.0981, 7.7407], [8.3874, 10.5808, 12.8668], [10.4999, 8.2685, 13.5381], [13.6548, 11.3795, 14.3167], [11.9178, 11.5005, 9.7084], [11.3501, 9.7719, 6.6881], [5.8221, 8.6798, 12.3117], [7.7676, 8.1913, 11.2998], [11.3184, 10.5972, 9.6694], [6.7060, 12.1878, 8.9803], [15.6705, 12.2204, 11.4517], [11.1223, 9.2431, 13.8892], [13.1076, 13.5599, 14.0172], [12.6673, 12.0275, 15.9739], [8.0897, 12.8240, 12.3314], [12.3996, 14.1511, 13.7798], [12.7894, 15.5846, 15.2316], [13.6164, 10.4103, 13.3529], [9.4555, 10.5182, 6.6872], [10.2649, 10.7851, 11.2950], [11.4790, 14.5539, 10.8402], [8.6753, 9.0002, 7.2618], [13.4656, 5.3446, 9.7174], [14.5052, 6.3712, 10.6402], [10.7708, 7.6123, 7.7251], [6.6885, 6.3928, 10.2325], [10.4265, 9.6745, 5.1368], [13.9496, 6.3157, 9.6979], [11.1920, 10.3410, 8.5977], [11.0442, 11.2289, 5.5711], [9.9121, 12.1911, 13.5149], [11.9274, 10.6969, 15.2211], [9.3133, 7.8946, 14.1372], [10.3210, 6.7845, 12.1045], [12.1267, 16.1784, 13.7285], [12.7667, 9.8778, 13.2378], [10.2646, 13.8212, 8.0649], [10.5360, 11.5471, 13.9155], [7.6763, 8.1587, 8.3090], [8.3441, 13.7816, 12.5350], [16.3769, 11.4852, 11.1627], [4.6659, 8.0591, 11.2805], [11.0002, 7.2780, 12.6776], [13.0123, 7.4279, 9.7931], [5.5451, 7.9284, 11.7059], [7.7788, 9.1644, 11.6043], [9.9824, 13.8244, 10.5676], [10.9398, 14.4584, 8.8808], [9.6312, 7.3955, 8.2045], [16.8530, 11.0262, 13.0257], [6.6619, 7.4261, 10.9292], [5.8012, 12.8757, 8.5704], [12.4419, 15.7995, 9.1204], [8.7897, 11.7738, 12.8429], [12.7893, 15.4101, 14.1402], [8.8606, 8.6497, 14.6322], [10.0964, 5.7997, 9.4560], [13.7556, 15.7449, 13.6658], [9.4082, 6.5220, 9.2881], [8.6013, 7.9739, 10.7860], [12.0462, 15.1854, 8.4773], [9.5444, 11.3498, 7.2114], [8.7647, 11.9950, 9.3460], [12.5514, 11.4502, 15.1177], [15.9389, 10.7405, 10.5624], [16.9274, 10.6475, 12.1515]]
}

=====

What is the formula in the second record? C12H48N12O12